# 1
{
  "formula": "C32H54BCl7F24NO11",
  "method": "ωB97M-V/def2-TZVPD",
  "e_tot_ev": -211611.880,
  "max_force_ev_per_a": 4.53,
  "total_charge": -1,
  "elements": ["C", "O", "C", "C", "N", "H", "H", "C", "C", "O", "C", "H", "H", "H", "H", "H", "H", "H", "H", "H", "H", "H", "H", "H", "H", "B", "H", "H", "H", "H", "Cl", "O", "O", "O", "O", "C", "C", "C", "F", "F", "F", "F", "O", "C", "C", "F", "F", "F", "F", "H", "H", "H", "H", "C", "C", "C", "F", "F", "F", "F", "O", "C", "C", "F", "F", "F", "F", "H", "H", "H", "H", "C", "C", "C", "F", "F", "F", "F", "O", "C", "C", "F", "F", "F", "F", "H", "H", "H", "H", "C", "C", "C", "O", "C", "H", "H", "H", "H", "H", "H", "H", "H", "C", "C", "C", "O", "C", "H", "H", "H", "H", "H", "H", "H", "H", "C", "Cl", "Cl", "H", "H", "C", "Cl", "Cl", "H", "H", "C", "Cl", "Cl", "H", "H"],
  "xyz": [[3.46349, 2.87871, -1.67632], [3.07767, 1.64753, -1.03416], [3.23957, 1.69070, 0.43891], [2.88155, 0.29224, 1.00644], [1.63674, -0.28251, 0.30352], [1.61093, 0.09093, -0.63455], [1.81473, -1.22643, -0.00861], [0.22622, -0.17155, 0.93103], [-0.77870, -0.86102, -0.01966], [-0.69578, -0.07869, -1.16187], [-1.17433, -0.74924, -2.34464], [4.50944, 3.08282, -1.44734], [2.89228, 3.67701, -1.20248], [3.42647, 2.91517, -2.76508], [2.54321, 2.41170, 0.86708], [4.26016, 1.91352, 0.75011], [2.85887, 0.46617, 2.08224], [3.72890, -0.36865, 0.82390], [-0.14244, 0.84016, 1.10030], [0.33577, -0.64621, 1.90612], [-1.79960, -0.92691, 0.35652], [-0.42248, -1.88266, -0.15180], [-0.48841, -1.54864, -2.62497], [-1.12695, -0.01652, -3.15023], [-2.18856, -1.13225, -2.23175], [2.21324, -2.86177, -0.80427], [3.20286, -2.58641, -0.47404], [1.57201, -2.97790, 0.05571], [1.78971, -2.22116, -1.56222], [2.26827, -3.89302, -1.11692], [2.62467, -2.57597, 3.83083], [4.06962, -2.63924, 3.75751], [2.20864, -3.62419, 4.64575], [2.37089, -1.27980, 4.31779], [1.97852, -2.75965, 2.56008], [-6.04324, -2.97372, -5.02047], [-7.51271, -3.32060, -5.38770], [-8.18561, -2.29681, -6.29834], [-9.36525, -2.75063, -6.77198], [-8.46436, -1.07768, -5.83896], [-7.59514, -4.59737, -5.80478], [-8.26218, -3.32146, -4.31560], [-5.92664, -1.57453, -4.83812], [-5.69933, -1.08474, -3.49980], [-5.53332, 0.42621, -3.31881], [-5.65593, 0.74229, -1.99953], [-4.44365, 0.95186, -3.84762], [-6.72697, -1.57544, -2.76931], [-4.53741, -1.71221, -3.14156], [-5.35959, -3.22265, -5.83210], [-5.87267, -3.66734, -4.19712], [-7.61976, -2.10498, -7.20999], [-6.32504, 1.01100, -3.78710], [-0.88200, 3.01187, -1.25433], [-1.62904, 3.51026, 0.00703], [-0.74950, 4.08483, 1.06855], [-0.02744, 3.15914, 1.73443], [0.17260, 5.01261, 0.64629], [-2.67076, 4.36940, -0.27074], [-2.26132, 2.44194, 0.60894], [0.04275, 3.88432, -1.89367], [-0.41053, 4.65661, -3.01393], [0.82369, 5.50220, -3.40946], [1.01063, 6.40493, -2.46131], [1.93897, 4.90225, -3.66493], [-0.77103, 3.87013, -4.08516], [-1.51190, 5.35566, -2.70513], [-1.66740, 2.65701, -1.92165], [-0.32510, 2.13206, -0.93201], [-1.28547, 4.53095, 1.90629], [0.61217, 5.90574, -4.39967], [2.59925, 2.11381, 6.36012], [3.84268, 1.12792, 6.63549], [3.43281, -0.07393, 7.49664], [4.46863, -0.68164, 8.01785], [2.69250, 0.42167, 8.53985], [4.42776, 0.66379, 5.54050], [4.83505, 1.78302, 7.23791], [3.06694, 3.14820, 5.56335], [2.63406, 3.16384, 4.24381], [2.79795, 4.55002, 3.47353], [3.99684, 5.09215, 3.55097], [2.47161, 4.50563, 2.15449], [3.31516, 2.22972, 3.60216], [1.38377, 2.86065, 3.98678], [2.23154, 2.48983, 7.31485], [1.77832, 1.52285, 5.95400], [3.00427, -0.82742, 6.83581], [2.24519, 5.34717, 3.97062], [-5.42702, -0.38386, 1.72086], [-4.59153, -1.63220, 1.59549], [-5.51383, -2.83747, 1.38061], [-6.82363, -2.27834, 1.29027], [-6.69495, -0.84296, 1.01804], [-4.95499, 0.45173, 1.20407], [-5.56864, -0.05173, 2.74932], [-4.17622, -1.79300, 2.59035], [-3.71099, -1.51240, 0.96429], [-5.55300, -3.53291, 2.21901], [-5.31152, -3.30190, 0.41548], [-7.44191, -0.17876, 1.45277], [-6.75604, -0.89583, -0.06896], [7.68021, 0.63663, 2.98086], [7.39646, -0.83078, 3.09415], [7.14931, -1.16598, 1.64297], [6.46900, -0.00734, 1.24079], [6.52404, 1.03160, 2.10258], [8.61377, 0.81743, 2.44805], [7.84662, 1.01817, 3.98826], [6.45070, -0.94372, 3.62412], [8.28290, -1.30426, 3.51624], [6.57745, -2.08555, 1.51861], [8.04411, -1.12688, 1.02175], [5.59827, 1.15484, 2.66459], [6.72427, 1.96355, 1.57391], [-2.93702, -5.80358, -0.97603], [-1.99253, -4.30609, -0.85652], [-2.96418, -6.70731, 0.54704], [-3.99441, -5.59526, -1.13925], [-2.52005, -6.48247, -1.71990], [2.52908, 0.58857, -4.25261], [1.55708, 2.03977, -4.86358], [1.78151, -0.97607, -4.75624], [3.56114, 0.60363, -4.60293], [2.50419, 0.57932, -3.16293], [-0.53193, -4.28689, -4.27696], [-2.25720, -3.82754, -4.46019], [0.05557, -5.24573, -5.67728], [0.12486, -3.41704, -4.26805], [-0.24088, -4.80784, -3.36481]],
  "mulliken_charge": [-0.735, -0.186, -0.158, -0.533, 1.624, 0.091, -0.813, -0.758, 1.299, 0.157, -0.417, 0.324, 0.187, 0.244, -0.033, 0.425, -0.080, 0.233, -0.207, 0.636, -0.889, 0.006, -0.087, 0.199, 0.192, 0.882, -0.444, -0.359, -0.439, -0.290, 1.721, -0.745, -0.744, -0.632, -0.633, -0.736, 0.905, 0.117, -0.295, -0.225, -0.328, -0.279, -0.455, 0.976, -0.022, -0.179, -0.215, -0.276, -0.168, 0.457, 0.300, 0.229, 0.199, -0.572, 1.394, -0.353, -0.180, -0.238, -0.366, -0.207, 0.025, 0.848, -0.054, -0.262, -0.181, -0.279, -0.283, 0.555, -0.307, 0.249, 0.287, -0.770, 0.800, 0.278, -0.271, -0.319, -0.224, -0.369, -0.393, 0.769, 0.101, -0.292, -0.115, -0.164, -0.231, 0.466, 0.389, 0.191, 0.174, -0.293, 0.499, -0.391, -0.505, -0.174, 0.129, 0.277, 0.409, -0.869, 0.258, 0.216, 0.356, -0.016, -0.695, -0.322, -0.443, -0.412, 0.151, 0.338, 0.333, 0.036, 0.410, 0.264, 0.308, -0.165, 0.241, -0.493, 0.113, -0.179, 0.246, 0.332, 0.394, -0.156, -0.141, 0.430, -0.586, 0.230, -0.060, -0.200, -0.251, 0.242]
}


# 2
{
  "formula": "C32H54BrKN2O3Si2",
  "method": "ωB97M-V/def2-TZVPD",
  "e_tot_ev": -145311.362,
  "max_force_ev_per_a": 0.17,
  "total_charge": -2,
  "elements": ["K", "C", "Si", "C", "C", "N", "C", "C", "C", "C", "C", "C", "O", "C", "C", "C", "C", "C", "C", "H", "H", "H", "H", "H", "H", "H", "H", "H", "H", "H", "H", "H", "H", "H", "H", "H", "H", "C", "C", "C", "C", "Si", "C", "C", "C", "C", "C", "C", "C", "C", "H", "H", "H", "H", "H", "H", "H", "H", "H", "H", "H", "H", "H", "H", "H", "H", "H", "H", "H", "H", "H", "H", "H", "H", "H", "H", "H", "O", "C", "O", "C", "N", "C", "C", "C", "H", "H", "H", "H", "H", "H", "H", "H", "H", "Br"],
  "xyz": [[0.59104, -0.25400, 0.38646], [2.26370, -2.37327, -2.14993], [3.69847, -1.21212, -1.78620], [4.42080, -0.74450, -3.47922], [5.01477, -2.28260, -0.93056], [3.12010, 0.09189, -0.87878], [3.82167, 1.18594, -0.53198], [5.21443, 1.38580, -0.73865], [5.88710, 2.53453, -0.35337], [5.22034, 3.57299, 0.28014], [3.85391, 3.42411, 0.51702], [3.18790, 2.28866, 0.11333], [1.83068, 2.12534, 0.39230], [1.00292, 3.21891, 0.40776], [0.11056, 3.32067, 1.46659], [-0.82489, 4.34701, 1.46486], [-0.85983, 5.26883, 0.42911], [0.04823, 5.15976, -0.61821], [0.98037, 4.13584, -0.63797], [2.61908, -3.29835, -2.61420], [1.53706, -1.91459, -2.82516], [1.73716, -2.65138, -1.23258], [4.66872, -1.64562, -4.05001], [5.31858, -0.12747, -3.40716], [3.67500, -0.18231, -4.04786], [5.30050, -3.12242, -1.57243], [4.61677, -2.69949, -0.00036], [5.91831, -1.72159, -0.67949], [5.76984, 0.58901, -1.22039], [6.95218, 2.61330, -0.54855], [5.73748, 4.46950, 0.59746], [3.29832, 4.20436, 1.02413], [0.15780, 2.59908, 2.27687], [-1.53313, 4.41393, 2.28131], [-1.60015, 6.05954, 0.42775], [0.01597, 5.86709, -1.43861], [1.68647, 4.02512, -1.45112], [-2.44987, 2.36426, -1.60270], [-3.48573, 1.44927, -0.93318], [-3.75399, 2.08429, 0.43737], [-4.78443, 1.53960, -1.74428], [-2.65109, -0.35229, -0.66568], [-2.86711, -1.30800, -2.41590], [-2.33975, -0.41822, -3.54812], [-1.93762, -2.53161, -2.40304], [-4.26618, -1.78455, -2.82090], [-3.84635, -1.31780, 0.61450], [-3.52706, -2.81688, 0.55960], [-5.36246, -1.16163, 0.46070], [-3.47344, -0.87928, 2.04032], [-2.85493, 3.38316, -1.70269], [-2.16020, 2.02384, -2.59657], [-1.53955, 2.43439, -1.00190], [-3.98900, 3.15269, 0.31464], [-2.87850, 2.01465, 1.08970], [-4.59751, 1.62231, 0.95181], [-5.15175, 2.57892, -1.75948], [-5.57787, 0.91882, -1.32456], [-4.64406, 1.23663, -2.78353], [-1.34727, -0.02234, -3.31210], [-2.99717, 0.42571, -3.76066], [-2.25113, -1.00602, -4.47458], [-0.90286, -2.23323, -2.22147], [-1.97244, -3.04217, -3.37841], [-2.20013, -3.26123, -1.63816], [-4.98770, -0.96616, -2.85495], [-4.65577, -2.54016, -2.13632], [-4.23760, -2.24310, -3.82317], [-3.88204, -3.28951, -0.35730], [-4.01600, -3.33014, 1.40156], [-2.45229, -3.00008, 0.64340], [-5.71643, -1.46298, -0.52718], [-5.68202, -0.13188, 0.62658], [-5.88662, -1.78430, 1.20406], [-2.41018, -1.03401, 2.24042], [-4.04005, -1.47072, 2.77561], [-3.68286, 0.17185, 2.23382], [0.73707, -4.33740, 3.31450], [0.89983, -3.35829, 2.42626], [0.72123, -3.49591, 1.23967], [1.29664, -2.03021, 3.05942], [1.50159, -2.19117, 4.50663], [2.91491, -1.89535, 4.80795], [3.63739, -2.01192, 3.46709], [2.60139, -1.45965, 2.49333], [0.45645, -1.34462, 2.90689], [0.94419, -3.87219, 4.17332], [0.91447, -1.49091, 4.95807], [3.30339, -2.58745, 5.55954], [3.00668, -0.87704, 5.19642], [3.85055, -3.06093, 3.23782], [4.57833, -1.46312, 3.44739], [2.77976, -1.73865, 1.45460], [2.56829, -0.37036, 2.56418], [0.28862, 0.90155, 4.50738]],
  "mulliken_charge": [2.078, -0.874, -0.033, -1.189, -1.091, 0.354, 0.197, -0.345, -1.012, -0.713, -0.398, -0.230, 0.472, -0.173, -0.074, -0.476, -0.460, -0.657, 0.187, 0.438, 0.165, 0.143, 0.319, 0.308, 0.268, 0.356, 0.277, 0.322, 0.199, 0.357, 0.355, 0.487, 0.027, 0.386, 0.374, 0.324, 0.499, -1.992, 2.763, -2.170, -1.889, -1.998, 2.639, -2.286, -1.979, -1.805, 2.597, -2.227, -1.755, -1.996, 0.563, 0.226, 0.204, 0.542, 0.256, 0.392, 0.519, 0.257, 0.294, 0.298, 0.381, 0.576, 0.232, 0.516, 0.266, 0.223, 0.286, 0.514, 0.344, 0.568, 0.239, 0.243, 0.284, 0.502, 0.294, 0.502, 0.302, -0.631, -0.264, -0.503, 1.711, -0.707, -0.601, -0.864, 0.290, -0.422, 0.466, 0.291, 0.388, 0.281, 0.348, 0.450, -0.271, -0.087, -0.772]
}